[1]
{
  "formula": "C10H14O2Si",
  "method": "ωB97M-V with the def2-TZVPD basis set",
  "gap_ev": 10.23,
  "homo_energy_ev": -9.40,
  "de_lowest_kcal_mol": 0.0,
  "smiles": "O[Si@]1(c2ccccc2)CCCCO1",
  "total_energy_ha": -829.5368,
  "lumo_energy_ev": 0.82,
  "molar_mass_g_mol": 194.3,
  "symbols": ["C", "C", "C", "C", "C", "C", "C", "C", "C", "C", "O", "O", "Si", "H", "H", "H", "H", "H", "H", "H", "H", "H", "H", "H", "H", "H", "H"],
  "coordinates": [[4.073, 0.313, -0.268], [3.456, 0.439, 0.965], [3.397, -0.298, -1.310], [2.173, -0.044, 1.152], [2.113, -0.776, -1.116], [1.476, -0.661, 0.117], [-2.607, 0.516, -0.546], [-1.839, 0.966, 0.696], [-1.701, -0.153, -1.575], [-1.312, -0.226, 1.499], [-1.107, -1.324, -1.082], [-0.182, -2.896, 0.759], [-0.283, -1.327, 0.336], [5.075, 0.689, -0.416], [3.978, 0.915, 1.784], [3.872, -0.401, -2.275], [1.705, 0.055, 2.120], [1.590, -1.250, -1.934], [-3.382, -0.194, -0.251], [-3.088, 1.374, -1.019], [-1.001, 1.597, 0.389], [-2.499, 1.575, 1.322], [-2.280, -0.442, -2.458], [-0.916, 0.549, -1.886], [-0.754, 0.140, 2.358], [-2.160, -0.787, 1.896], [-0.824, -3.511, 0.412]],
  "mulliken_charge": [-0.309, -0.617, -0.658, -0.302, -0.030, 0.244, -0.629, -0.650, -0.370, -0.681, -0.371, -0.665, 0.269, 0.377, 0.369, 0.363, 0.261, 0.421, 0.286, 0.371, 0.295, 0.351, 0.315, 0.296, 0.328, 0.431, 0.302]
}



[2]
{
  "formula": "C9H15NO2",
  "method": "ωB97M-V with the def2-TZVPD basis set",
  "gap_ev": 9.87,
  "homo_energy_ev": -8.93,
  "de_lowest_kcal_mol": 76.6,
  "smiles": "C#CCO[C@H]1CC[C@@H](N)[C@H](C)O1",
  "total_energy_ha": -557.0574,
  "lumo_energy_ev": 0.95,
  "molar_mass_g_mol": 169.2,
  "symbols": ["C", "C", "C", "C", "C", "C", "C", "C", "C", "H", "H", "H", "H", "H", "H", "H", "H", "H", "H", "H", "H", "H", "H", "H", "N", "O", "O"],
  "coordinates": [[-1.247, 2.429, -1.154], [-0.347, 1.537, -0.214], [-0.174, -0.712, -1.133], [-1.695, -0.719, -1.055], [-2.110, -0.274, 0.389], [-1.185, 0.855, 0.847], [1.683, -1.816, -0.214], [2.592, -0.886, 0.608], [3.176, -0.119, 1.345], [-0.611, 2.808, -1.962], [-2.098, 1.912, -1.612], [-1.578, 3.314, -0.540], [0.462, 2.162, 0.139], [0.142, -1.001, -2.177], [-2.105, -1.753, -1.243], [-2.019, -0.063, -1.898], [-1.877, -1.085, 1.117], [-3.233, 0.017, 0.408], [-1.868, 1.676, 1.240], [0.352, -0.318, 1.733], [-0.810, 0.220, 2.758], [1.901, -2.834, 0.198], [2.027, -1.850, -1.267], [3.766, 0.577, 1.953], [-0.285, 0.475, 1.941], [0.392, 0.548, -0.946], [0.282, -1.659, -0.172]],
  "mulliken_charge": [-1.353, -0.019, -0.045, -0.952, -0.598, 0.231, -0.561, -0.378, 0.083, 0.358, 0.267, 0.394, 0.433, 0.466, 0.441, 0.258, 0.347, 0.218, 0.359, 0.220, 0.287, 0.319, 0.376, 0.352, -0.750, -0.414, -0.339]
}